1.
ORCA calculation (wB97M-V/def2-TZVPD) on a molecular structure, C24H43CaCl2F3N3O7SSi.

net charge	-1
Kohn-Sham gap	6.84	eV
LUMO level	2.19	eV
E	-114745.362	eV
maximum force	4.6	eV/A

XYZ file:
```
85
Properties=species:S:1:pos:R:3:mulliken_charge:R:1
F 4.837 1.322 0.726 -0.21
F 3.548 0.114 2.034 -0.23
H 0.405 -2.500 -0.340 0.27
H -1.507 -4.008 -3.373 0.31
H 0.077 0.235 3.588 0.31
N -0.743 4.207 -3.038 0.22
H 2.697 2.299 -7.320 0.34
Ca 1.321 0.404 -2.946 1.27
H -2.592 5.072 -3.367 0.37
C 3.105 -2.313 -5.684 -1.50
C -0.579 -4.810 -0.644 -0.98
H -1.332 1.180 4.182 0.33
H -2.639 3.608 -2.340 0.22
H 1.058 3.403 -2.431 0.38
O 0.586 -1.825 -2.295 -0.79
H 0.361 -1.067 -8.612 0.63
H 2.743 -3.349 -5.706 0.33
C 3.200 -3.333 -8.437 -1.56
H 0.434 2.496 -11.010 0.36
H -2.115 -1.179 -8.010 0.38
H 2.842 -1.857 -4.722 -0.06
O 2.450 3.116 -0.053 -0.67
C 3.691 1.328 1.443 0.42
H -2.432 3.463 -4.112 0.21
O 2.125 0.774 -0.684 -0.75
S 2.181 1.771 0.414 1.09
H -3.508 0.751 2.298 0.32
H -2.562 2.235 2.470 0.31
C -0.482 -4.270 -3.102 -0.83
C -0.002 3.169 -2.625 -0.03
Cl -0.438 -2.410 -6.690 -0.47
H -0.229 1.944 -5.272 0.14
O -0.426 1.996 -2.506 -0.58
C -2.098 -0.240 -7.416 -1.73
H -2.702 1.447 0.856 0.26
H 4.205 -2.376 -5.765 0.35
H -0.989 -5.727 -1.071 0.34
H 0.282 -0.449 1.612 0.32
N -1.422 0.513 2.201 0.28
H -1.857 1.986 -5.913 0.40
H 4.284 -3.430 -8.324 0.30
C -2.617 1.279 1.931 -0.94
H -2.577 -1.224 -4.543 0.41
H 0.237 5.163 -4.662 0.30
H -0.817 6.190 -3.663 0.32
O 1.115 1.596 1.404 -0.60
O 1.039 -0.183 -5.349 0.76
C 2.740 -1.966 -8.098 0.02
H 0.777 5.650 -3.039 0.33
H -0.484 1.966 -6.989 0.33
C -0.865 1.538 -6.060 -1.53
H -1.448 -0.590 4.008 0.28
C 0.278 -2.677 -1.417 -0.31
H -1.995 0.365 -3.982 0.07
C 0.676 -0.024 -8.730 0.36
H 0.276 -5.060 -0.015 0.33
C 0.283 0.662 -9.882 -1.08
C -0.097 5.371 -3.636 -0.93
H -1.837 0.563 -8.109 0.43
H 2.811 0.464 -6.038 0.33
H 2.979 -3.535 -9.487 0.40
C 1.986 -0.141 -6.465 -0.62
H -1.337 -4.355 0.020 0.35
H 2.721 -4.120 -7.843 0.29
C 1.497 0.580 -7.765 0.31
C 0.762 1.941 -10.131 -0.48
C 2.009 1.860 -8.046 -0.50
Si -0.790 -0.459 -6.021 1.82
F 3.815 2.251 2.432 -0.22
C -0.625 0.040 1.201 0.07
H -0.358 -5.358 -3.199 0.43
C -2.186 4.065 -3.225 -0.79
C -1.679 -0.602 -4.392 -0.59
H -1.019 -1.100 -3.686 -0.32
C -1.016 0.326 3.576 -0.95
H -0.397 0.184 -10.598 0.37
C 1.659 2.523 -9.231 -0.63
N -0.213 -3.898 -1.711 0.25
H 0.210 -3.734 -3.758 0.14
H -3.092 -0.085 -7.014 0.38
H 2.089 3.504 -9.430 0.37
C 2.566 -1.518 -6.820 0.64
H 2.648 -1.291 -8.942 0.53
Cl 2.935 2.068 -4.114 -0.64
O -0.862 0.071 0.005 -0.59
```

***

2.
ORCA calculation (wB97M-V/def2-TZVPD) on a molecular structure, C24H43Cl2F3FeN3O4Si.

Kohn-Sham gap (alpha / beta)	7.23 / 5.55	eV
relative energy (zero: lowest compared OMol25 entry of this formula, charge and spin)	0.706	eV
2S+1	6
LUMO level (alpha / beta)	0.42 / -1.22	eV
E	-113707.737	eV
expectation value of S²	8.761
maximum force	1.7	eV/A

XYZ file:
```
81
Properties=species:S:1:pos:R:3:mulliken_charge:R:1
F 1.771 -0.177 2.641 -0.15
H 1.260 -4.712 0.149 -0.25
H 1.893 1.869 1.345 0.41
C -0.874 -0.169 -2.670 0.06
H -0.407 0.749 -3.098 0.24
C -4.514 2.170 3.176 -0.92
C 2.721 4.085 0.114 -0.92
C 3.407 -3.151 -3.678 0.55
H -4.630 2.011 6.112 0.32
C 3.934 0.632 -0.924 -1.07
C 0.621 3.653 -1.223 -0.90
H 1.406 -1.280 -3.127 0.82
C 3.374 1.304 -2.027 -0.77
Si -0.676 -3.483 0.806 0.79
C 3.579 -0.684 -0.626 -0.42
H 4.817 -4.489 -4.639 0.42
H -3.925 0.381 5.950 0.31
C 2.461 -2.902 -1.336 -0.04
Cl -3.116 -0.421 1.540 -0.62
H -1.290 -1.328 -5.601 0.37
H 3.296 -2.079 -3.865 0.33
C -2.179 -3.561 -0.280 -1.18
H 2.210 -5.561 -1.839 0.20
O -1.372 -0.213 -1.550 -0.57
C -0.462 -1.037 -4.938 -0.91
H 3.436 -5.747 -3.109 0.50
H 4.685 1.148 -0.311 0.34
H -4.953 3.103 3.532 0.37
F 0.915 1.641 3.479 -0.20
C 0.576 -4.812 1.007 -0.54
Cl 0.181 -1.318 0.658 0.73
C 2.700 -1.381 -1.459 0.50
H -0.689 -2.911 -2.315 -0.50
N -0.813 -1.229 -3.543 0.18
O -0.018 1.817 0.559 -0.77
H 3.926 -5.357 -1.437 0.29
H -2.358 -2.476 -2.831 0.37
H 0.590 4.738 -1.336 0.39
H -2.633 -3.083 2.385 0.28
H -2.521 -2.561 -0.577 0.24
H -0.375 3.246 -1.012 0.24
H -2.983 -4.025 0.308 0.52
N 1.496 3.323 -0.108 0.43
H -5.328 1.507 2.885 0.34
H -1.431 -4.203 3.102 0.44
H 4.014 -1.199 0.243 0.35
C -1.552 -3.273 2.521 -1.13
C 1.139 2.286 0.653 -0.04
H 1.157 -4.718 1.944 0.29
N -3.772 1.542 4.239 0.29
F 0.081 -0.328 4.032 -0.29
H -3.865 2.339 2.315 0.20
H 1.005 3.181 -2.138 0.23
H -1.200 -3.218 -4.003 0.37
H -5.479 0.794 5.171 0.31
C 3.169 -5.176 -2.213 -1.59
C -1.303 -2.538 -3.150 -0.22
H 2.947 4.064 1.190 0.34
H 3.572 3.652 -0.435 0.26
C 2.437 0.616 -2.837 -1.40
C 3.061 -3.719 -2.508 0.30
C -2.426 1.431 4.194 0.11
O 1.184 -3.313 -1.134 -0.90
H -2.004 0.890 5.063 0.29
H -1.169 -2.448 3.135 0.13
Fe -1.009 0.381 1.453 1.08
H 1.998 1.105 -3.704 0.59
H -2.008 -4.184 -1.172 0.42
H 3.185 -4.507 -5.378 0.32
H 0.412 -1.653 -5.196 0.29
H 2.561 5.120 -0.216 0.36
H 4.213 -3.122 -5.607 0.40
C 3.931 -3.880 -4.867 -1.82
H 3.067 -3.205 -0.464 0.14
H 3.681 2.310 -2.308 0.59
H 0.076 -5.791 1.013 0.42
C -4.485 1.161 5.433 -0.91
O -1.717 1.913 3.290 -0.75
C 2.107 -0.707 -2.513 0.18
H -0.210 0.017 -5.104 0.29
C 0.567 0.415 2.978 0.26
```

***

3.
ORCA calculation (wB97M-V/def2-TZVPD) on a molecular structure, C24H43ClP2Ru.

net charge	+2
Kohn-Sham gap (alpha / beta)	6.18 / 6.02	eV
relative energy (zero: lowest compared OMol25 entry of this formula, charge and spin)	0.521	eV
2S+1	5
LUMO level (alpha / beta)	-6.76 / -8.19	eV
E	-59243.959	eV
expectation value of S²	6.048
maximum force	2.5	eV/A

XYZ file:
```
71
Properties=species:S:1:pos:R:3:mulliken_charge:R:1
H -3.864 -2.003 -2.716 0.27
C -1.824 -1.990 -1.965 -0.78
C -1.212 -0.816 0.450 -0.50
C -3.511 0.613 -2.507 -1.37
C 3.416 0.125 3.764 -1.96
H -2.928 -0.582 -4.180 0.52
H 5.194 -0.979 1.928 0.42
H 1.303 -2.730 -1.715 0.33
C -2.280 1.641 1.890 -1.49
H -3.351 1.422 1.819 0.55
H 3.017 1.850 -1.787 0.37
H 5.320 -0.592 0.208 0.38
H 0.666 1.113 -3.942 0.49
C 5.058 -0.188 1.187 -1.85
H -4.468 0.084 -2.668 0.43
H -3.746 -0.167 0.846 1.21
H 2.605 0.148 4.502 0.37
H -0.578 1.608 -2.735 0.19
H -1.990 2.316 1.068 0.30
C 1.013 -1.697 1.265 -0.69
H 0.157 3.049 0.360 0.22
H -3.374 -3.430 -1.866 0.53
H -3.059 -1.570 2.075 0.33
C -1.318 -0.910 -2.750 0.15
C -2.418 0.041 -3.422 -1.28
H 1.756 3.739 0.757 0.40
H -1.540 -2.152 2.771 0.29
C 2.958 0.592 2.428 0.26
H 5.809 0.577 1.412 0.39
H 4.005 0.378 -1.606 0.43
H 0.091 2.403 2.771 0.32
C 3.039 1.014 0.163 1.21
H -5.027 -1.897 -0.630 0.54
H 4.589 1.928 -0.967 0.44
C -3.576 -0.388 -0.217 -0.74
C -3.925 -1.830 -0.559 -0.89
Cl 2.394 -2.464 0.532 -0.11
H 1.134 1.742 -2.292 -0.20
C -3.183 0.606 -1.062 0.35
P -1.285 0.096 2.030 0.94
C 1.168 -2.140 -2.628 -1.32
C 0.418 1.136 -2.867 -1.04
C 1.242 2.936 0.197 -1.60
H -1.117 -2.752 -1.604 0.93
H -3.647 -2.483 0.294 0.24
H -1.472 -0.263 -0.465 -1.50
H 2.154 -1.968 -3.059 0.41
H 3.825 -0.899 3.733 0.46
H -1.949 0.857 -4.003 0.54
C 3.689 1.310 -1.122 -1.87
H -2.112 2.156 2.850 0.55
H 0.592 -2.756 -3.331 0.54
H -2.566 -0.984 3.704 0.54
C 1.813 1.337 2.151 0.99
H -1.199 -1.912 0.372 1.31
H -3.745 1.644 -2.825 0.41
C 3.708 0.414 1.229 0.47
H -0.806 -1.223 -3.711 0.41
H 1.276 -1.434 2.295 0.49
H 1.551 2.794 3.684 0.39
Ru 0.564 -0.054 0.053 -0.46
C -3.266 -2.332 -1.850 -1.57
H 0.709 1.267 3.962 0.55
C 0.999 1.984 3.190 -1.93
C 1.765 1.620 0.684 1.27
P 0.399 -0.561 -2.201 1.56
C -2.221 -1.300 2.721 -1.22
H 0.265 -2.501 1.301 0.51
H -2.735 1.522 -0.668 0.26
H 1.419 3.103 -0.875 0.52
H 4.213 0.782 4.147 0.39
```

***

4.
ORCA calculation (wB97M-V/def2-TZVPD) on a molecular structure, C24H43F10NNbS.

net charge	-1
Kohn-Sham gap	6.40	eV
LUMO level	2.36	eV
E	-66629.776	eV
maximum force	3.4	eV/A

XYZ file:
```
80
Properties=species:S:1:pos:R:3:mulliken_charge:R:1
C -1.072 -1.011 -2.523 1.18
H 3.902 0.588 3.882 0.36
F -5.293 -1.669 1.830 -0.28
C -7.053 -4.763 1.221 -0.33
H -0.159 -0.673 1.137 0.18
S -1.287 -3.915 -2.680 1.45
C -0.492 1.476 -2.086 -1.16
H 2.342 2.225 -4.244 0.39
F -0.992 -4.308 -1.161 -0.33
F 0.010 -4.756 -3.068 -0.34
C 3.222 0.145 1.827 -0.16
H -2.001 1.061 0.513 0.54
C -0.678 -0.006 1.829 -1.24
F -1.597 -3.615 -4.190 -0.31
H 3.862 -0.308 1.063 0.33
N 1.864 2.267 1.563 -0.35
H 3.834 0.577 -5.020 0.25
F -1.667 -0.794 -1.360 -0.18
F 0.408 -2.383 -1.388 -0.22
H 0.272 3.144 3.723 0.11
H 0.932 -0.174 -2.423 0.36
H 3.535 -2.032 4.471 0.41
Nb 0.661 1.979 -0.147 -1.68
H -0.354 2.779 5.292 0.41
C -1.580 2.433 2.114 -0.98
H -2.254 2.811 4.100 0.47
H 2.101 -0.940 4.351 0.20
C 3.210 1.663 1.550 -0.50
C -6.503 -5.133 0.002 -0.56
H -7.805 -5.386 1.689 0.35
H -1.573 1.574 -1.962 0.50
H 2.413 4.519 -0.056 0.26
C 4.341 1.357 -4.452 -1.25
H 1.605 3.383 -2.371 0.57
H -6.822 -6.048 -0.482 0.36
H 3.793 1.863 0.642 -0.03
F -2.610 -3.210 -2.177 -0.30
H 2.247 -0.320 1.707 -0.24
C -0.055 0.145 -2.748 -0.81
F -2.123 -5.250 -2.832 -0.31
H 2.984 5.000 -1.628 0.38
H 1.379 0.294 -0.283 0.27
H -0.106 3.669 -0.054 -0.02
H 4.835 1.995 -5.192 0.36
H 5.112 0.957 -3.793 0.33
C -5.134 -3.155 0.014 -0.37
H 2.882 0.861 -2.027 0.25
C -1.576 2.090 3.625 -0.66
C -6.642 -3.593 1.845 -0.48
H -5.109 -4.618 -1.549 0.38
H -4.392 -2.513 -0.443 0.57
C -1.128 1.291 1.131 0.79
C 3.821 -0.264 3.208 -0.38
H 3.777 2.127 2.372 0.57
H -2.615 2.697 1.862 0.37
C 2.941 -1.386 3.818 -1.18
H 4.146 2.057 -1.782 0.57
H 4.787 -0.737 3.022 0.31
H 0.001 0.255 -3.838 0.41
H -1.009 3.354 1.990 0.32
H 1.954 3.256 1.785 0.19
C -5.689 -2.804 1.230 0.29
H 2.552 -2.039 3.035 0.31
F 0.628 -2.355 -3.460 -0.32
H -1.507 -0.551 2.301 0.31
C 2.957 4.157 -0.928 -1.52
C -0.268 -2.332 -2.492 0.36
H 3.968 3.855 -0.650 0.34
H -0.192 2.264 -2.786 0.48
C -0.200 2.348 4.298 -0.69
H 3.659 3.260 -3.752 0.26
H 0.046 0.207 2.621 0.08
C 2.190 2.941 -1.556 0.19
C -5.542 -4.330 -0.600 -0.36
C 3.296 2.228 -3.710 -0.51
F -1.950 -0.971 -3.541 -0.33
H -1.977 1.102 3.855 0.26
H 0.440 1.470 4.331 0.01
H -7.052 -3.292 2.799 0.41
C 3.148 1.906 -2.216 -0.65
```

***

5.
ORCA calculation (wB97M-V/def2-TZVPD) on a molecular structure, C24H43GaN2OP3.

net charge	+3
Kohn-Sham gap	7.34	eV
relative energy (zero: lowest compared OMol25 entry of this formula, charge and spin)	0.266	eV
LUMO level	-9.31	eV
E	-110831.119	eV
maximum force	2.7	eV/A

XYZ file:
```
74
Properties=species:S:1:pos:R:3:mulliken_charge:R:1
C 1.611 2.861 0.692 -1.06
H 4.575 1.027 2.577 0.30
H -0.849 0.167 4.930 0.54
Ga -0.471 0.051 -0.154 0.23
C -2.722 0.604 -2.742 -1.23
C -1.219 3.699 0.460 -1.26
H -3.536 -3.436 3.116 0.46
H 5.298 0.927 0.196 0.30
H -1.598 -1.041 3.828 0.31
H 0.945 2.377 -2.432 0.19
H 0.593 -0.939 -1.761 -0.40
N 1.432 -3.284 1.598 -0.04
H -3.268 0.512 2.560 0.34
H 0.359 -5.312 3.305 0.47
C -0.139 2.336 3.631 -1.50
H 2.286 -1.661 0.472 0.61
C -3.583 -1.644 -1.060 -1.40
H -2.217 3.391 0.117 0.35
H -1.890 1.068 -3.298 0.36
C -2.674 1.411 2.765 -1.22
H 2.260 1.975 0.719 0.03
C 0.283 3.067 -1.891 -1.17
C -2.508 -3.493 2.753 -1.08
H -3.274 -2.565 -0.539 0.42
H 0.167 -0.828 3.842 0.30
H 2.275 -3.809 1.855 0.30
P -2.113 -0.748 -1.662 1.54
N 0.129 -1.765 0.685 0.68
H 3.322 -0.321 2.245 0.17
C 4.101 0.353 1.852 -0.49
H 1.298 -0.564 -6.273 0.46
H -0.685 3.110 -2.411 0.38
H -4.129 -1.004 -0.356 0.41
H -3.187 1.378 -2.109 0.38
C 0.125 -3.633 1.956 0.80
H -2.670 -1.789 1.380 0.55
P 0.032 2.512 -0.172 1.00
C -1.662 -4.484 3.278 -0.65
H -4.248 -1.915 -1.893 0.54
H -3.477 0.239 -3.458 0.51
H -1.897 -2.932 -2.757 0.57
H -1.009 4.699 0.049 0.50
C 4.470 0.333 0.566 -0.33
C -1.296 -2.014 -2.699 -1.84
C -0.314 -4.563 2.893 -0.93
H -0.324 -2.313 -2.256 0.66
H -2.061 -5.182 4.007 0.47
H 0.946 2.180 3.660 0.43
C 1.829 0.018 -2.984 0.76
P -0.887 0.982 2.624 0.74
H 1.438 3.191 1.728 0.44
C -0.701 -2.665 1.405 0.21
H 3.152 1.403 -2.094 0.46
C -2.043 -2.585 1.790 -0.26
H 4.093 2.138 -4.357 0.44
H -0.528 2.285 4.657 0.52
H 3.937 -0.289 -0.168 0.08
H 0.741 -1.508 -4.064 0.69
C 1.399 -2.175 0.833 -0.70
C 2.788 0.824 -5.478 -0.73
H -1.142 -1.614 -3.707 0.54
H -2.910 1.780 3.773 0.41
H 0.744 4.066 -1.892 0.56
O 1.329 -0.256 -1.697 -0.35
C 3.303 1.390 -4.305 -0.59
C 1.778 -0.141 -5.388 -0.78
H -1.226 3.765 1.556 0.31
H -2.943 2.174 2.027 0.31
H 2.134 3.662 0.151 0.55
C -0.793 -0.304 3.936 -1.19
C 1.366 -0.616 -4.134 -0.90
H 3.179 1.104 -6.463 0.43
C 2.812 0.996 -3.044 -0.37
H -0.335 3.335 3.229 0.44
```

***

6.
ORCA calculation (wB97M-V/def2-TZVPD) on 9 unconnected molecules or ions with the total composition C24H43N3O8.

Kohn-Sham gap	8.58	eV
LUMO level	0.54	eV
E	-46433.753	eV
maximum force	1.6	eV/A
SMILES	c1cc[nH]c1.c1cc[nH]c1.c1cc[nH]c1.O=C1CCCO1.O=C1CCCO1.CO.CO.CO.CO

XYZ file:
```
78
Properties=species:S:1:pos:R:3:mulliken_charge:R:1
C 1.872 -3.410 1.481 -0.66
H 3.617 1.058 3.846 0.31
C -4.765 2.047 -1.043 -0.79
H -0.794 -4.236 -0.249 0.15
H 2.105 -0.668 -4.146 0.33
H 1.463 -1.331 1.691 0.11
O -1.920 -2.849 -3.636 -0.37
H -1.244 0.393 5.031 0.33
H 2.665 2.426 4.388 0.28
H -4.574 -2.237 -2.656 0.26
C -1.689 -1.683 5.618 -0.57
H -2.730 -4.350 -1.418 -0.09
C 1.217 -4.388 0.791 -0.75
N 4.068 3.474 -3.411 0.08
H -3.328 -4.203 -4.363 0.26
H -6.519 3.198 -1.257 0.18
C -1.022 -0.633 4.735 -0.40
H -0.974 -2.472 5.874 0.25
H 3.912 0.132 -0.267 0.25
H 6.006 0.300 0.531 0.35
H 3.081 1.119 -2.260 0.40
H -2.115 -1.367 6.566 0.35
C 4.041 3.578 -2.045 -0.78
C 0.135 1.022 -0.134 -0.61
O 0.018 0.845 1.258 -0.22
C -3.394 -3.985 -2.209 -0.22
C 1.882 -0.130 -3.223 -0.42
C -2.506 -1.890 -2.888 0.47
H -0.662 -1.684 2.920 -0.21
C 2.747 3.488 -1.617 -0.28
H 0.064 -0.695 4.847 0.05
H 0.745 1.368 1.635 0.27
H 1.480 -5.432 0.761 0.42
C -3.435 3.851 -0.910 -0.60
C 5.295 1.133 0.595 -0.63
C 1.946 3.414 -2.805 -0.31
C -2.757 -2.306 4.746 0.46
C 0.112 -2.451 0.519 -0.74
H 2.803 -3.464 2.020 0.46
H 2.949 1.440 1.859 0.42
H -1.638 -0.194 2.677 0.27
O -2.630 -1.843 3.487 -0.40
C -3.660 -2.494 -2.110 -0.26
H 2.552 3.181 -4.917 0.38
C -1.442 -1.043 3.319 0.39
H 5.427 1.599 1.569 0.27
H 0.871 3.335 -2.838 0.55
H 1.099 0.612 -0.470 0.44
H -3.728 -2.144 -1.086 0.29
H 2.373 3.399 -0.612 0.44
C 2.785 3.365 -3.883 -0.77
C -3.458 2.436 -0.911 0.13
C 0.073 -3.782 0.201 -0.15
H -2.601 4.503 -0.704 0.40
H 5.607 1.788 -0.223 0.13
O -2.061 -0.787 -2.794 -0.57
H -2.667 1.761 -0.627 0.41
H 4.982 3.593 -1.519 0.46
C -2.627 -4.105 -3.531 -0.48
N -5.522 3.181 -1.141 0.03
H 1.301 0.753 -3.488 0.18
O 3.060 0.180 -2.481 -0.55
H -4.291 -4.591 -2.082 0.36
H -0.647 0.605 -0.767 -0.01
O -3.632 -3.061 5.057 -0.61
O 2.294 1.839 2.456 -0.51
H 1.278 -0.784 -2.589 0.11
O 3.939 0.713 0.506 -0.44
C 2.621 1.504 3.811 -0.42
C -4.727 4.287 -1.061 -0.56
H 4.914 3.365 -3.938 0.20
H -1.866 -4.877 -3.538 0.35
H -5.142 5.257 -1.272 0.39
H 0.179 2.086 -0.413 0.28
N 1.195 -2.224 1.315 0.45
H -5.221 1.082 -1.177 0.41
H 1.887 0.807 4.208 -0.04
H -0.671 -1.722 0.390 0.70
```